(1)
94
Properties=species:S:1:pos:R:3:lowdin_charge:R:1 method="wB97M-V/def2-TZVPD" de_lowest_kj_mol=670.7 e_homo_ha=-0.295 fmax_ev_per_a=8.36 e_tot_ha=-3014.80798 orbital_gap_ev=8.130 lumo_energy_ev=0.09 smiles="Cc1cccc(CO[P@](=O)(O)OCC=O)c1.C[C@@H]1COC(=O)O1.C[C@@H]1COC(=O)O1.C[C@@H]1COC(=O)O1.C[C@@H]1COC(=O)O1.C[C@@H]1COC(=O)O1"
P -3.83471 -0.10397 2.54452 0.80
O 4.59104 1.27958 -2.22275 0.11
O 5.14647 1.97734 -7.89451 0.12
O -8.44805 1.24826 7.31378 0.09
O -7.22827 3.05369 6.60268 0.13
O -3.76617 -0.27269 0.94377 -0.34
O 0.75700 -1.02226 -8.44441 0.07
O 2.23658 -2.55418 3.43382 0.06
O 1.72421 -4.63402 4.13925 0.09
O -6.09346 1.60577 0.30477 -0.05
O 0.63103 0.27773 -6.60592 0.09
O -8.86202 2.13749 5.28306 0.05
O 0.31671 -1.98428 -6.41202 0.12
O -3.14150 1.43713 3.07859 -0.21
O -5.53738 -0.13460 2.94732 -0.24
O 6.73658 3.18771 -6.77359 0.06
O 3.19995 -0.14446 -3.35856 0.08
O 6.22421 1.10787 -6.06816 0.08
O -2.94825 -1.34359 3.39423 -0.26
O 0.64647 -3.76456 2.31290 0.12
O 4.64109 -0.97853 -1.83760 0.06
C 7.40638 1.51215 -5.39649 -0.35
C -5.90513 2.05802 1.54706 -0.13
C 3.73420 -2.01017 -2.18384 -0.11
C 3.22789 -1.55365 -3.51825 -0.35
C 1.62709 2.85385 3.50080 -0.13
C 1.85399 -2.09334 -3.85990 -0.01
C 4.18202 0.15350 -2.45309 -0.51
C 7.33099 3.00509 -5.50082 -0.11
C 0.86168 1.72606 2.54842 -0.18
C 1.46317 -3.66064 3.21323 -0.50
C -0.05187 0.48217 3.18712 0.01
C -9.79090 -0.76466 7.23630 -0.02
C 2.83099 -2.73681 4.70659 -0.12
C -0.57910 -0.34373 0.48711 -0.01
C 0.32127 0.88007 -0.16226 -0.06
C 5.96317 2.08125 -6.99418 -0.50
C -9.54582 0.89927 5.35946 -0.12
C 7.42486 1.00661 -3.96832 -0.01
C -8.10170 2.22239 6.41698 -0.51
C 2.92486 -4.73528 6.23909 -0.02
C 0.71774 0.32756 -8.87225 -0.11
C 0.54874 -0.99875 -7.09269 -0.49
C -9.66333 0.69182 6.83884 -0.35
C 1.18285 1.06158 -7.65147 -0.35
C 0.68918 2.49235 -7.58223 -0.02
C 2.90638 -4.22974 4.81092 -0.35
C 1.03214 1.94380 0.89950 -0.03
C -6.13110 1.21192 2.93444 -0.19
C -0.78566 -0.54458 2.13411 -0.15
C -1.74175 -1.76621 2.66468 -0.22
H -10.48916 1.27315 7.26684 0.16
H -2.68188 1.83552 2.26326 0.11
H -5.79908 1.87026 3.85075 0.14
H 2.27483 1.03428 -7.55172 0.16
H -1.14707 -1.12280 -0.21561 0.10
H -0.40073 2.54057 -7.68173 0.09
H 1.65942 2.84392 0.44524 0.09
H 1.37441 0.48458 -9.73253 0.15
H 3.76263 -4.63355 4.25692 0.16
H 4.24267 -2.97697 -2.23576 0.14
H -5.48292 3.16918 1.65169 0.14
H -7.31000 1.06264 3.04278 0.14
H -9.72955 -0.87257 8.32431 0.09
H -8.97476 -1.36278 6.81642 0.09
H -8.93489 0.13894 4.85985 0.14
H 2.07696 -4.34101 6.80984 0.09
H 0.84460 3.55145 4.04954 0.08
H 1.13256 -1.87148 -3.06588 0.09
H 2.26519 3.55925 2.79882 0.08
H 2.17795 -2.27973 5.45862 0.14
H 0.93423 2.93656 -6.61177 0.09
H 8.35085 1.29531 -3.46226 0.09
H 1.47135 -1.62073 -4.77061 0.05
H -0.15525 0.36549 4.36420 0.11
H 3.85085 -4.44658 6.74514 0.09
H 8.26263 1.10835 -5.95048 0.16
H 8.31533 3.47953 -5.45699 0.14
H 2.95545 -2.05458 -1.41408 0.14
H -10.51940 0.95881 4.86494 0.15
H 1.88476 -3.17645 -4.01100 0.10
H 0.39798 0.98168 -1.33806 0.09
H 3.81533 -2.26236 4.75042 0.15
H -1.08659 -2.38702 3.44608 0.13
H -10.74212 -1.18260 6.89367 0.09
H 1.13915 3.10092 -8.37221 0.09
H 6.67795 3.46217 -4.74878 0.15
H -2.00943 -2.52429 1.80276 0.14
H 2.83602 -5.82651 6.26133 0.09
H 6.57696 1.40088 -3.39757 0.07
H 7.33602 -0.08462 -3.94608 0.09
H -0.31276 0.56659 -9.15840 0.14
H 3.93544 -1.78679 -4.32332 0.16
H 2.29932 2.24609 4.25142 0.08

---

(2)
81
Properties=species:S:1:pos:R:3:lowdin_charge:R:1 method="wB97M-V/def2-TZVPD" de_lowest_kj_mol=296.5 charge=+2 e_homo_ha="-0.425 / -0.471" fmax_ev_per_a=3.25 e_tot_ha=-7786.77344 orbital_gap_ev="5.210 / 6.586" lumo_energy_ev="-6.36 / -6.24"
Br -0.77591 -0.88158 3.89024 0.81
Br 1.24416 -2.30619 0.43625 0.83
Ca 1.19131 2.67414 -0.03693 1.37
P 4.22519 1.26165 0.19321 0.99
P -1.40301 -3.65777 -0.43678 1.01
N -4.82689 4.71754 -2.22280 0.07
N 0.13040 2.69202 2.01955 -0.10
C 3.65470 0.32005 1.66952 -0.45
C -0.67954 0.98432 3.48021 -0.61
C -1.23824 -0.92419 0.18287 -0.16
C 4.51759 -1.10131 -1.35268 -0.15
C -4.24614 5.18668 -1.11719 -0.12
C -1.65171 -5.47613 1.68886 -0.11
C 0.19205 1.41109 2.47677 -0.19
C -2.92653 3.29166 -2.57308 0.00
C -0.13724 -1.58119 -1.89660 -0.15
C -1.28425 0.35798 -0.26417 -0.06
C -0.04384 -0.26112 -2.23164 -0.05
C 4.77145 -0.56281 2.25096 -0.14
C -0.69543 -4.84061 -2.85668 -0.12
C -1.53013 1.90204 4.09551 -0.06
C 3.72208 3.01292 0.34120 -0.55
C -0.49224 -2.01053 -0.52268 -0.78
C -2.98047 4.76659 -0.67006 -0.02
C -0.35077 -4.77415 -1.36242 -0.33
C -1.43666 -4.00749 1.33476 -0.36
C -0.58569 0.77934 -1.42526 -0.27
C 4.83222 4.09138 0.46215 -0.12
C -1.53382 3.22315 3.64769 -0.01
C 3.57925 0.10374 -1.09740 -0.45
C -4.15169 -2.94239 -0.19665 -0.11
C -2.26416 3.79629 -1.42544 -0.22
C -0.31651 2.20138 -1.71358 -0.31
C -0.90309 3.34149 -1.08079 -0.20
C -3.06352 -3.46301 -1.13899 -0.30
C -4.17983 3.80891 -2.94266 -0.12
C -0.71659 3.58607 2.57767 -0.10
H -1.54767 -5.60527 2.77497 0.09
H -4.81465 5.94202 -0.56703 0.12
H 5.57546 -0.80517 -1.40336 0.08
H 3.07897 3.09678 1.25028 0.05
H -2.18649 -3.33904 1.78711 0.08
H -0.45844 -3.68327 1.72366 0.03
H -0.84108 -3.84194 -3.29656 0.06
H -1.60859 -5.43448 -3.01382 0.09
H 0.45066 0.02284 -3.17058 0.13
H 5.50533 0.03857 2.80625 0.08
H -3.36305 -4.43242 -1.56813 0.11
H 5.30925 -1.12078 1.46966 0.06
H -0.26028 4.15338 -0.63317 0.07
H 2.81288 -0.32519 1.36457 -0.02
H -1.78641 1.13787 0.32839 0.13
H 0.13743 -5.31615 -3.39534 0.10
H 5.61961 3.82526 1.17182 0.08
H 4.35954 -1.30110 2.95151 0.08
H 5.31529 4.31031 -0.49583 0.09
H -2.65382 -5.81891 1.39299 0.09
H 4.38445 5.02979 0.81664 0.08
H -0.70157 4.59587 2.15702 0.12
H -2.16160 1.55567 4.90852 0.12
H 0.24761 -2.33764 -2.57737 0.10
H 3.30260 1.05023 2.41557 0.07
H -2.45772 2.55309 -3.22123 0.11
H -2.57547 5.20771 0.24324 0.10
H -0.39293 -5.77753 -0.90821 0.10
H 2.60899 -0.28565 -0.74022 -0.01
H 0.68208 -4.41654 -1.23837 0.07
H -4.05875 -1.85762 -0.04553 0.08
H -4.14008 -3.43721 0.78579 0.07
H 3.17188 3.26728 -0.60065 0.03
H 0.18682 2.37724 -2.69250 0.13
H -4.65767 3.46871 -3.85453 0.11
H 4.27323 -1.58374 -2.30802 0.08
H 4.43444 -1.88963 -0.59094 0.06
H -5.13343 -3.11173 -0.65860 0.09
H 0.93026 0.74301 2.02143 0.08
H -2.95877 -2.76026 -1.98357 0.11
H -0.88792 -6.10230 1.20165 0.07
H -1.67364 -1.15981 1.14535 0.06
H -2.16282 3.98620 4.10672 0.13
H 3.44956 0.66159 -2.04250 0.08